No. 1
83
Properties=species:S:1:pos:R:3:mulliken_spin:R:1 method="wB97M-V/def2-TZVPD" total_charge=+2 homo_energy_ev="-10.10 / -13.82" multiplicity=5 largest_force_ha_per_bohr=0.0899
P 0.48870 -3.87105 0.40776 0.76
P -0.05487 2.16076 -0.00051 0.00
C -0.87590 0.28042 -2.10789 0.03
C 0.25547 0.77213 -1.17496 0.04
H -1.80118 0.87192 -2.00904 0.06
H -1.14905 -0.75877 -1.84931 -0.08
H 0.59453 -0.07274 -0.55993 0.03
H 1.11822 1.10081 -1.76576 -0.10
C -1.54963 3.04845 -0.51327 0.01
H -1.68519 3.95837 0.09065 0.00
H -2.43999 2.41717 -0.38735 -0.01
H -1.44734 3.33365 -1.57212 0.00
C 1.32320 3.34962 -0.14277 0.00
H 1.40464 3.67575 -1.19183 0.00
H 2.27600 2.89524 0.16831 0.00
H 1.14199 4.23170 0.49014 0.00
C -0.66102 -5.29209 0.17219 0.06
H -1.10379 -5.61428 1.12086 0.02
H -0.12547 -6.12165 -0.30483 0.00
H -1.45911 -4.95362 -0.50181 0.01
C 2.08477 -4.79207 0.38024 0.05
H 2.75624 -4.25888 -0.30696 0.02
H 1.92642 -5.81037 0.00778 0.01
H 2.53447 -4.80564 1.37994 0.01
Pt 0.88332 -1.13340 -3.76501 1.20
C 1.39437 0.20138 -5.02272 0.94
C -0.43120 0.35641 -3.58264 0.23
C -1.60193 0.18569 -4.58112 0.03
C -1.61841 -1.19959 -5.26529 0.03
C -0.53042 -2.12866 -4.73535 0.07
C 0.78987 -2.39821 -5.30971 0.21
C 1.27845 -1.72390 -6.57103 0.04
C 1.21750 -0.15535 -6.43640 0.03
C 0.32982 -3.64214 2.23090 0.05
H 1.77220 1.20535 -4.76449 0.00
H -0.04028 1.37083 -3.72708 0.03
H -1.58359 1.00762 -5.31419 -0.01
H -2.54896 0.31449 -4.02528 0.00
H -2.57862 -1.65812 -4.98951 0.01
H -1.62945 -1.14757 -6.36335 0.01
H -0.92131 -2.98142 -4.16327 0.04
H 1.11380 -3.44631 -5.15945 0.04
H 0.75912 -2.07556 -7.47212 0.02
H 2.34149 -1.98864 -6.68758 0.01
H 2.03440 0.29909 -7.02544 0.02
H 0.27266 0.26900 -6.83023 0.03
H 0.87626 -2.72794 2.49137 0.01
H 0.73441 -4.49200 2.79234 0.03
H -0.72640 -3.49529 2.47750 0.00
C -1.43215 5.46509 4.42657 0.00
C -0.09809 5.29753 4.04209 0.00
C 0.30675 4.12615 3.39058 0.00
C -0.62769 3.11338 3.10809 0.00
C -1.96764 3.28823 3.49996 0.00
C -2.36549 4.46058 4.15217 0.00
Si -0.10951 1.58298 2.17245 0.00
C 1.58655 1.02281 2.71715 0.00
C 2.45964 0.38623 1.81357 0.00
C 3.69721 -0.09731 2.24599 0.00
C 4.08569 0.05346 3.57989 0.00
C 3.23415 0.70456 4.47964 0.00
C 1.99155 1.19160 4.05174 0.00
C -1.33876 0.22411 2.52313 0.00
C -1.10099 -0.63843 3.60397 0.00
C -2.00930 -1.66124 3.90508 0.00
C -3.16713 -1.82120 3.13756 0.00
C -3.42122 -0.95410 2.07381 0.00
C -2.51514 0.06815 1.76493 0.00
H -1.74607 6.37831 4.93710 0.00
H 0.63502 6.07767 4.25039 0.00
H 1.35436 3.99910 3.10313 0.00
H -2.69738 2.50279 3.29383 0.00
H -3.40896 4.58477 4.44424 0.00
H 2.17275 0.26329 0.76565 0.02
H 4.36066 -0.59327 1.53308 0.00
H 5.05066 -0.33310 3.91809 0.00
H 3.52994 0.83511 5.52135 0.00
H 1.33757 1.70266 4.76526 0.00
H -0.20362 -0.51432 4.21602 0.00
H -1.80075 -2.33469 4.73984 0.00
H -3.87275 -2.62324 3.37651 0.00
H -4.33152 -1.06570 1.48031 0.00
H -2.72754 0.74748 0.93651 0.00

---

No. 2
88
Properties=species:S:1:pos:R:3:mulliken_spin:R:1 method="wB97M-V/def2-TZVPD" total_charge=+1 homo_energy_ev="-9.95 / -10.13" multiplicity=3 largest_force_ha_per_bohr=0.0123 relative_energy_kj_mol=19.7
Au 0.68874 0.78478 -0.61966 0.37
O 1.59639 3.50753 -0.08102 0.00
C 0.25077 3.88633 0.14957 -0.01
C -0.53016 3.62243 -1.10381 0.02
C -1.18156 4.63511 -1.78452 0.00
C -1.91037 4.33246 -2.92500 0.01
C -1.96197 3.01651 -3.35072 -0.01
C -1.27747 2.05687 -2.62618 -0.02
N -0.57589 2.35399 -1.52826 0.02
H 2.01857 3.33754 0.76944 0.00
H 0.16398 4.94456 0.41224 0.00
H -0.18418 3.29628 0.96270 0.01
H -1.11122 5.65046 -1.42025 0.00
H -2.42214 5.11209 -3.47228 0.00
H -2.51452 2.72587 -4.23243 0.00
H -1.27382 1.01614 -2.92510 0.02
N 0.86647 0.58826 1.46407 0.97
P -0.31654 0.27595 2.54960 -0.03
C -1.80946 -0.47840 1.90478 0.00
C -2.46800 0.14689 0.84072 -0.02
C -3.59717 -0.42901 0.28888 0.00
C -4.06683 -1.64139 0.78265 0.00
C -3.40654 -2.27662 1.82118 0.00
C -2.27645 -1.69843 2.38527 -0.01
C -0.70513 1.88887 3.23569 0.06
C -1.99050 2.42325 3.23053 0.00
C -2.20196 3.71057 3.70734 0.00
C -1.13747 4.45784 4.18643 0.01
C 0.14521 3.92015 4.20929 0.00
C 0.36511 2.63886 3.73576 0.02
C 0.33933 -0.77061 3.83931 0.06
C -0.12564 -0.66868 5.14763 0.00
C 0.39647 -1.50106 6.12557 0.00
C 1.37858 -2.42539 5.79811 0.00
C 1.84606 -2.52420 4.49386 0.00
C 1.32951 -1.69557 3.51173 0.01
H -2.09250 1.08210 0.44037 0.01
H -4.10877 0.05998 -0.52938 0.00
H -4.94892 -2.09321 0.34895 0.00
H -3.76910 -3.22372 2.19647 0.00
H -1.76765 -2.19417 3.20188 0.00
H -2.82475 1.83963 2.86824 0.00
H -3.20071 4.12515 3.70855 0.00
H -1.30752 5.45930 4.55797 0.00
H 0.96964 4.49968 4.60180 0.00
H 1.36109 2.21288 3.75202 -0.01
H -0.88935 0.05559 5.40396 0.00
H 0.04032 -1.42455 7.14357 0.00
H 1.78723 -3.06861 6.56526 0.00
H 2.61560 -3.24136 4.24510 0.00
H 1.70217 -1.75727 2.49647 0.00
C -1.07032 -5.19151 -3.22039 0.00
Ge -1.06003 -3.24536 -3.13501 0.00
C -1.05667 -2.63469 -1.28418 0.01
C -2.60835 -2.50786 -4.06210 0.00
C 0.58361 -2.62986 -4.00966 0.00
Se 0.76336 -0.68647 -4.13303 0.02
C -0.11063 -0.46845 -5.85639 0.00
H -1.97300 -5.60261 -2.76941 0.00
H -0.20839 -5.59988 -2.69307 0.00
H -1.02752 -5.52231 -4.25805 0.00
H -2.02818 -2.81551 -0.82347 0.00
H -0.84378 -1.56534 -1.23475 0.01
H -0.29807 -3.16322 -0.70607 0.00
H -3.52750 -2.88561 -3.61396 0.00
H -2.60480 -2.79088 -5.11464 0.00
H -2.61848 -1.41942 -3.99033 0.00
H 0.66212 -3.02272 -5.02425 0.00
H 1.45383 -2.99630 -3.46305 0.00
H -1.13491 -0.82788 -5.82094 0.00
H 0.45078 -1.00513 -6.61712 0.00
H -0.10135 0.59370 -6.09215 0.00
C 4.14851 0.82052 0.71807 0.00
Si 3.77264 -0.25253 -0.76645 0.00
C 4.00681 0.71992 -2.33833 0.02
C 4.87824 -1.76012 -0.75383 0.02
C 2.00067 -0.87218 -0.71570 0.54
H 5.22143 0.84538 0.91584 0.00
H 3.64081 0.45641 1.61219 0.00
H 3.81473 1.84522 0.54233 0.00
H 5.03251 1.07531 -2.44882 0.00
H 3.34936 1.59331 -2.34721 0.00
H 3.76207 0.11248 -3.21187 0.00
H 5.92694 -1.48076 -0.63742 0.00
H 4.78469 -2.32211 -1.68486 0.00
H 4.61878 -2.43013 0.06825 0.00
H 1.77979 -1.53275 0.12316 -0.03
H 1.71330 -1.38229 -1.63771 -0.09

---

No. 3
95
Properties=species:S:1:pos:R:3:mulliken_spin:R:1 method="wB97M-V/def2-TZVPD" total_charge=+1 homo_energy_ev="-9.79 / -10.12" multiplicity=2 largest_force_ha_per_bohr=0.0771
Ir 0.39619 -0.20122 -1.47186 0.65
C -1.56621 -0.06352 -3.91916 0.01
C -1.31131 1.35698 -3.53676 -0.03
C -1.69971 2.41618 -4.31966 0.01
C -1.39271 3.72298 -3.93136 -0.01
C -0.70361 3.94508 -2.73686 0.00
C -0.25281 5.21708 -2.28986 0.00
Br -0.65481 6.77048 -3.28686 0.00
C 0.58519 5.35618 -1.18176 0.00
C 0.83929 4.26008 -0.40056 0.01
Br 2.06169 4.34428 1.03784 0.00
C 0.21679 3.00678 -0.67086 0.00
O 0.26219 2.10948 0.35574 0.01
C -0.39951 2.80848 -1.92476 0.01
N -0.67471 1.55158 -2.35306 -0.04
H -2.61941 -0.32652 -3.82506 0.00
H -0.99161 -0.71942 -3.25136 -0.01
H -1.26551 -0.23892 -4.94896 0.00
H -2.21541 2.23328 -5.24786 0.00
H -1.68661 4.55418 -4.55026 0.00
H 1.02719 6.31408 -0.95146 0.00
C -4.50501 -0.11232 1.23864 0.01
C -3.18761 0.09268 0.49304 -0.03
C -2.64881 -1.26252 0.04484 0.12
C -3.47701 0.91628 -0.76576 0.00
P -1.77311 0.90248 1.50964 0.02
N -0.65881 1.04418 0.31084 -0.03
C -2.28671 2.60358 2.24284 0.00
C -1.10361 3.43948 2.73004 0.00
C -3.26281 2.40968 3.40234 0.00
C -2.97411 3.39688 1.12964 0.00
C -1.17011 -0.27592 2.92184 0.00
C -2.31091 -0.96442 3.66584 0.00
C -0.32581 0.52518 3.91364 0.00
C -0.23521 -1.32522 2.32514 0.01
H -5.19601 -0.62492 0.56744 0.00
H -4.96701 0.83278 1.51154 0.00
H -4.39881 -0.72482 2.12774 0.00
H -3.30051 -1.69232 -0.71316 0.00
H -2.60001 -1.97872 0.85924 0.00
H -1.65191 -1.13742 -0.39856 0.02
H -3.90591 0.26408 -1.52316 0.00
H -2.56831 1.34018 -1.17266 0.00
H -4.19421 1.70778 -0.58486 0.00
H -0.55581 2.99868 3.55004 0.00
H -1.49021 4.39378 3.08084 0.00
H -0.40561 3.64768 1.93214 0.00
H -2.76551 2.05128 4.29784 0.00
H -4.06871 1.72818 3.15184 0.00
H -3.70801 3.37318 3.64144 0.00
H -2.38481 3.40118 0.21324 0.00
H -3.08641 4.43008 1.45334 0.00
H -3.96521 3.01138 0.91924 0.00
H -3.05861 -0.26202 4.02094 0.00
H -1.90071 -1.47432 4.53714 0.00
H -2.78701 -1.72162 3.04714 0.00
H -0.92261 1.19828 4.52174 0.00
H 0.45609 1.07938 3.39614 0.00
H 0.16079 -0.16782 4.59894 0.00
H -0.72171 -1.99142 1.62394 0.01
H 0.16069 -1.93232 3.13784 0.00
H 0.59779 -0.83512 1.83054 0.00
N 1.85109 -0.74352 0.01304 0.03
C 2.71519 -1.47082 0.29014 -0.01
N 3.61729 -2.32092 0.61484 0.00
C 4.73499 -1.96642 1.48474 0.00
C 5.49189 -3.22812 1.88614 0.00
C 4.52649 -4.27102 2.44724 0.00
C 3.40599 -4.60832 1.44694 0.00
C 3.47069 -3.71182 0.21194 0.00
H 4.34099 -1.47162 2.37934 0.00
H 5.39299 -1.26532 0.95904 0.00
H 6.23029 -2.95492 2.63994 0.00
H 6.03359 -3.63122 1.03024 0.00
H 4.09079 -3.87762 3.36564 0.00
H 5.07699 -5.17302 2.70694 0.00
H 2.43389 -4.48472 1.92344 0.00
H 3.47539 -5.64082 1.11014 0.00
H 2.55559 -3.80522 -0.37666 0.00
H 4.31639 -3.98462 -0.42726 0.00
Br -1.26941 -3.42382 -2.19066 0.00
C 0.53139 -3.32172 -2.76806 -0.01
C 1.05769 -4.38612 -3.47046 0.00
C 2.39629 -4.33182 -3.83736 0.00
C 3.13519 -3.21032 -3.46676 0.00
C 2.51629 -2.20462 -2.76036 -0.01
N 1.21819 -2.23022 -2.41056 0.06
H 0.43729 -5.23222 -3.72516 0.00
H 2.84299 -5.14392 -4.38886 0.00
H 4.17559 -3.11022 -3.73106 0.00
H 3.07769 -1.34072 -2.43976 0.00
Cl 2.41119 3.39448 -3.50486 0.03
Ge 2.38439 1.27598 -2.89346 0.11
Cl 4.56469 0.85108 -2.65406 0.03
Cl 1.95289 0.30188 -4.84996 0.02

---

The highest multiplicity belongs to which entry? C33H46P2PtSi

---

What is the multiplicity in the second record? 3